# 1
Computed, not measured: a molecular structure, C10H25NO4Zn, with ωB97M-V with the def2-TZVPD basis set.

For the energy above the lowest of the compared OMol25 structures with the same formula, charge and spin, the calculation gives 10.478 eV. Its energy is -68861.8895 eV. The HOMO-LUMO gap is 0.080 Ha. As for the total charge: 0.

XYZ file:
```
41
Properties=species:S:1:pos:R:3:forces:R:3
Zn 22.17438 18.03100 -7.51035 0.2 0.6 -0.5
O 21.67202 20.35261 -7.17964 -1.7 0.7 0.3
O 23.33062 17.30038 -9.23682 -1.4 0.9 0.3
O 25.83402 17.85520 -4.49047 0.8 0.4 0.6
O 17.77560 16.05032 -7.96044 -1.7 -0.6 0.0
N 22.81076 19.91847 -9.52479 1.5 0.7 -0.3
C 21.66089 21.50733 -8.02772 1.0 -1.1 -0.9
C 20.44535 20.33343 -6.41502 0.7 0.0 0.7
C 27.96410 17.31180 -3.37515 -0.6 -0.3 -0.3
C 24.30842 17.97363 -10.01524 0.4 1.6 0.3
C 23.55425 15.91073 -9.13041 1.3 -0.4 -0.1
C 24.23608 19.56101 -9.75547 -0.9 -2.7 0.2
C 15.45058 15.83233 -8.94867 0.6 -0.5 0.0
C 26.87721 18.35091 -3.72188 -0.4 -0.8 -0.7
C 22.84516 21.25804 -8.92370 -0.7 0.9 0.1
C 16.56554 15.32693 -7.96889 0.8 1.6 -0.8
H 27.44449 16.50732 -2.85466 0.2 -0.1 0.2
H 14.51943 15.27582 -8.84214 0.0 -0.2 0.4
H 22.81142 15.34845 -8.56459 -0.3 0.6 0.0
H 19.55517 20.44558 -7.03398 0.1 -0.1 -0.1
H 22.48260 20.09295 -10.46392 -0.8 -0.5 -0.1
H 16.81153 14.27951 -8.14357 -0.1 -0.5 -0.3
H 20.52002 21.14661 -5.69304 -0.3 0.0 0.1
H 22.75396 22.01959 -9.69818 0.7 0.3 -0.1
H 23.62205 15.48256 -10.13050 0.1 -0.1 0.0
H 27.37983 19.16789 -4.23959 0.2 0.5 -0.5
H 21.79954 22.46869 -7.53309 -0.1 -0.2 0.6
H 24.75748 19.79874 -8.82825 0.3 -0.1 -0.3
H 20.41732 19.38993 -5.86993 -0.1 0.0 0.0
H 24.50853 15.87438 -8.60494 0.2 -0.9 -0.1
H 20.79100 21.58681 -8.67970 -0.6 -0.4 0.4
H 15.72598 15.67947 -9.99216 0.3 0.2 -0.1
H 26.55694 18.81559 -2.78935 -0.4 0.1 0.4
H 28.76010 17.71357 -2.74820 -0.1 0.1 0.1
H 24.66343 20.07292 -10.61768 0.2 0.1 0.1
H 15.20722 16.88568 -8.80967 0.2 0.0 0.1
H 23.73268 21.39771 -8.30653 0.1 0.0 -0.3
H 28.41784 16.87361 -4.26409 -0.1 0.1 -0.1
H 25.29010 17.60407 -9.71887 0.2 0.1 0.0
H 16.10868 15.29990 -6.97963 0.0 0.1 0.7
H 24.16800 17.74531 -11.07177 -0.2 0.0 -0.1
```
Forces are in eV/Å.



# 2
Computed, not measured: a molecular structure, C11H6BiN2O6, with ωB97M-V with the def2-TZVPD basis set.

Its energy is -32569.8860 eV. The HOMO-LUMO gap is 0.192 Ha. As for the total charge: +3.

XYZ file:
```
26
Properties=species:S:1:pos:R:3:forces:R:3
Bi 0.21804 0.20490 -2.42506 0.0 0.3 5.0
O 0.23214 3.60665 -2.41019 0.0 -3.7 0.2
O 0.22589 0.22134 -5.81219 0.0 0.0 6.0
O -3.15640 0.22050 -2.41285 4.0 0.0 0.2
O 0.22025 -3.16476 -2.41295 0.0 4.1 0.2
O 3.60527 0.22329 -2.41011 -4.0 0.0 0.2
O -2.14995 -2.15774 2.16564 1.2 1.2 0.2
N 0.28258 0.27804 -0.05626 -0.2 -0.2 -0.1
N -1.34958 -1.34032 4.14860 0.5 0.5 -1.6
C 1.16513 1.16634 0.47551 -0.6 -0.6 0.6
C 2.46378 0.21209 -2.36596 9.0 -0.1 -0.1
C -0.53323 -0.53779 0.69026 0.9 0.9 -0.7
C -2.01605 0.22304 -2.33955 -9.1 0.1 0.0
C 0.22341 -2.02441 -2.33945 0.1 -9.2 0.0
C -0.48143 -0.48045 2.08170 0.8 0.8 -1.6
C 0.43107 0.43726 2.64015 -0.3 -0.3 0.1
C 0.21869 2.46728 -2.36692 -0.1 8.5 -0.1
C 0.22548 0.22224 -4.65012 0.1 0.1 -12.3
C -1.40176 -1.40146 2.78279 -1.3 -1.3 2.1
C 1.25071 1.25724 1.86350 0.3 0.3 -0.9
H 1.96453 1.97547 2.26493 -0.3 -0.3 0.3
H 1.76506 1.76682 -0.24370 -0.4 -0.4 0.9
H -1.96092 -1.95147 4.62955 -0.6 -0.6 0.6
H -1.18631 -1.19517 0.08418 0.2 0.2 1.1
H -0.75308 -0.73593 4.69913 -0.3 -0.3 -0.2
H 0.49667 0.50701 3.71937 0.1 0.1 -0.1
```
Forces are in eV/Å.



# 3
Computed, not measured: C11H13NO in the gas phase, with ωB97M-V with the def2-TZVPD basis set.

For the energy above the lowest of the compared OMol25 structures with the same formula, charge and spin, the calculation gives 3.272 eV. Its energy is -15152.1708 eV. The HOMO-LUMO gap is 0.346 Ha. As for the total charge: 0. The SMILES is CCc1cccc(CC)c1N=C=O.

XYZ file:
```
26
Properties=species:S:1:pos:R:3:forces:R:3
O -3.12753 -2.52313 -0.66320 0.8 -0.2 -0.4
N -1.07520 -1.52589 -0.00449 -0.4 -1.3 -0.4
C -2.07938 -2.03629 -0.44983 0.3 1.1 1.4
C 3.57045 -1.51568 0.22460 -1.4 1.3 3.0
C -2.50637 0.99931 -0.41321 2.5 -3.1 3.1
C 1.20597 2.09337 -0.43712 2.7 1.3 -1.4
C -3.21368 0.79806 1.03444 -0.7 -2.8 -4.1
C -0.35136 -0.34638 0.06154 2.9 2.8 -1.9
C -0.96237 0.90481 -0.25371 0.6 0.2 2.5
C 1.13965 -0.29999 0.06028 1.8 -0.7 -1.9
C 1.92579 0.87193 -0.36497 -0.1 -0.3 0.5
C -0.13538 2.09614 -0.16661 -1.6 -1.8 -1.9
C 2.00886 -1.65611 0.12264 -0.2 3.3 2.8
H -2.64017 1.83300 -1.00195 -1.2 1.9 -1.0
H 1.78088 -2.24183 -0.68495 -0.8 -1.6 -2.0
H 3.91748 -1.40063 -0.78352 0.9 -0.4 -0.3
H 3.87606 -2.48218 0.86318 0.1 2.5 -1.8
H 1.74346 3.10063 -0.94006 -1.5 -2.8 1.9
H 3.14349 0.90478 -0.64033 -3.8 -0.5 1.0
H -4.27849 0.83024 0.84838 -0.4 0.6 0.2
H -3.11530 -0.30750 1.23305 0.4 1.2 0.3
H -2.91532 1.37819 1.82560 0.9 1.5 1.6
H 1.65392 -2.09688 1.04683 -0.1 -0.6 0.0
H -0.65227 2.99623 -0.35575 -0.6 1.0 0.1
H 3.80031 -0.42709 0.78086 -0.3 -3.3 -1.1
H -2.71352 0.05288 -0.94170 -0.6 0.9 -0.3
```
Forces are in eV/Å.



# 4
Computed, not measured: a molecular structure, C46H43CoN5O4S2, with ωB97M-V with the def2-TZVPD basis set.

Its energy is -123339.7693 eV. The HOMO-LUMO gap (alpha / beta) is 0.273 / 0.269 Ha. As for the total charge: 0. The spin multiplicity is 2. The expectation value of S² is 0.775.

XYZ file:
```
101
Properties=species:S:1:pos:R:3:forces:R:3
Co 0.99423 -1.16778 -0.12705 -0.1 0.0 -0.1
S 3.31545 -1.43484 -0.37542 0.2 0.0 0.0
S -0.71062 -7.69454 -2.97560 0.0 0.0 0.0
O 1.28714 0.66974 0.20272 0.2 -0.1 0.0
O -0.87831 -1.14986 0.03179 0.0 0.0 0.2
O -2.76684 1.75817 -1.11473 0.1 0.0 0.0
O -1.08516 3.22688 -0.74110 0.0 0.0 0.1
N 3.25347 -0.05185 2.05796 -0.1 -0.1 0.1
N 4.77905 0.55181 0.64170 0.0 0.1 0.1
N 0.69652 -3.12832 -0.58326 0.1 0.0 0.0
N 1.49309 -1.61114 2.03388 -0.2 0.0 -0.1
N 0.11078 -8.08520 -0.51495 0.0 0.0 0.1
C -2.54028 0.10741 1.25685 0.0 0.0 0.0
C 0.18722 -2.09158 3.97577 0.0 0.0 0.0
C -2.98477 -1.12965 -0.89604 0.0 0.0 0.0
C 2.17409 -0.70563 2.71392 0.1 0.0 -0.1
C 1.10586 1.77486 -2.00404 0.0 0.0 0.0
C 5.54700 0.66011 -0.58526 0.0 0.0 0.0
C 2.02735 4.65381 1.82466 0.0 0.0 0.0
C 2.98473 3.16874 -0.29329 -0.1 0.0 0.0
C 1.22140 -5.44698 -0.37224 0.1 0.0 0.1
C -4.57822 -2.96468 -2.30125 0.0 0.0 0.0
C -3.89452 0.37744 1.43573 0.0 0.0 0.0
C 1.00563 2.95319 -2.74771 0.0 0.0 0.0
C 3.75621 -0.30752 0.80997 0.0 0.0 0.0
C 1.67834 2.94787 0.14422 0.1 0.0 0.0
C 4.91033 1.36869 1.75013 0.0 -0.1 -0.1
C 3.79558 4.12132 0.30313 0.0 0.0 0.0
C 0.14954 -5.79415 -1.18718 0.0 0.0 0.0
C -2.48268 3.14070 -0.92468 0.0 0.0 0.0
C 0.87637 -1.11016 4.66976 0.0 0.0 0.0
C 1.87976 -0.39945 4.03900 0.0 0.0 0.1
C -0.14927 -7.21842 -1.51061 0.0 -0.1 0.0
C -2.17003 0.65023 3.58380 0.0 0.0 0.0
C -3.21539 3.63738 0.31123 0.0 0.0 0.0
C -0.63997 1.97941 -0.21463 0.0 0.1 -0.1
C 0.52158 -2.28689 2.65133 0.0 0.0 0.0
C -3.52440 0.90693 3.75523 0.0 0.0 0.0
C 1.52981 0.58399 -4.07362 0.0 0.0 0.0
C 1.15797 2.94626 -4.12612 0.0 0.0 0.1
C 3.97046 1.00020 2.62827 -0.1 0.0 -0.1
C -4.10501 -1.82235 -2.92440 0.0 0.0 0.0
C -4.26026 -3.19044 -0.96529 0.0 0.0 0.0
C -3.47243 -2.28328 -0.27799 0.0 0.0 0.0
C 0.86826 1.79438 -0.48359 -0.1 0.0 0.0
C -3.31676 -0.90921 -2.22659 0.0 0.0 0.0
C 1.37166 0.59835 -2.69203 0.0 0.0 0.0
C 1.21396 3.70435 1.21454 0.0 0.0 0.0
C 3.31917 4.87086 1.37145 0.0 0.0 0.0
C -1.68635 0.25168 2.34495 0.0 0.0 0.0
C -4.38464 0.76801 2.67496 0.0 0.0 0.0
C -0.63371 -4.77167 -1.69576 -0.1 0.1 -0.1
C 1.42187 1.75938 -4.79776 0.0 0.0 0.0
C 1.46622 -4.11095 -0.10884 0.0 -0.1 0.0
C -1.95841 -0.29354 -0.10410 -0.1 0.0 0.0
C -1.58670 0.98208 -0.88480 0.0 0.0 -0.1
C -2.84411 3.90914 -2.17651 0.0 0.0 0.0
C -0.34108 -3.46120 -1.36124 0.0 0.0 0.0
H -4.57111 0.28090 0.59615 0.0 0.0 0.0
H -2.88490 3.08207 1.19021 0.0 0.0 0.0
H 1.07153 3.87416 -4.67815 0.0 0.0 0.0
H -0.02733 -2.98302 2.02867 0.0 0.0 0.0
H 5.63587 2.15963 1.79628 0.0 0.0 0.0
H -1.48719 0.76518 4.41808 0.0 0.0 0.0
H -3.20807 -2.46997 0.75651 0.0 0.0 0.0
H -1.16680 0.66990 -1.84688 0.0 0.0 0.0
H -2.28688 3.50068 -3.01962 0.0 0.0 0.0
H 3.94400 5.62313 1.83648 0.0 0.0 0.0
H 1.54456 1.75375 -5.87353 0.0 0.0 0.0
H -3.01981 4.70033 0.45952 0.0 0.0 0.0
H -0.61267 -2.65659 4.43119 0.0 0.0 0.0
H -3.90511 1.21525 4.72105 0.0 0.0 0.0
H -2.97732 -0.01746 -2.73526 0.0 0.0 0.0
H 1.47331 -0.33555 -2.15383 0.0 0.0 0.0
H 3.35488 2.59209 -1.13275 0.0 0.0 0.0
H 0.79748 3.88408 -2.23858 0.0 0.0 0.0
H -1.47385 -4.99507 -2.33859 0.0 0.0 0.0
H 0.63289 -0.88905 5.70096 0.0 0.0 0.0
H -3.91275 3.82089 -2.37224 0.0 0.0 0.0
H 4.87873 0.85723 -1.42234 0.0 0.0 0.0
H -4.62709 -4.07741 -0.46246 0.0 0.0 0.0
H -4.35030 -1.62976 -3.96162 0.0 0.0 0.0
H -5.19245 -3.67139 -2.84493 0.0 0.0 0.0
H 0.20472 3.57190 1.57801 0.0 0.0 0.0
H 6.25454 1.47717 -0.46991 0.0 0.0 0.0
H -0.12150 -9.05354 -0.66190 0.0 0.0 0.0
H -0.63035 0.06774 2.19295 0.0 0.0 0.0
H 2.30430 -3.80139 0.50158 0.0 0.0 0.0
H 1.89609 -6.19279 0.02740 0.0 0.0 0.0
H 3.73169 1.42959 3.57976 0.0 0.0 0.0
H -5.44235 0.96838 2.79501 0.0 0.0 0.0
H 2.40772 0.36799 4.58112 0.0 0.0 0.0
H 1.63892 5.23645 2.65136 0.0 0.0 0.0
H -0.77865 1.95730 0.86781 0.0 0.0 0.0
H 0.26253 -7.76303 0.42610 0.0 0.0 0.0
H 6.08131 -0.26735 -0.78158 0.0 0.0 0.0
H -0.95707 -2.63827 -1.69030 0.0 0.0 0.0
H 1.73828 -0.35153 -4.57817 0.0 0.0 0.0
H -2.58953 4.96267 -2.05602 0.0 0.0 0.0
H 4.79834 4.29026 -0.07265 0.0 0.0 0.0
H -4.28880 3.48238 0.19583 0.0 0.0 0.0
```
Forces are in eV/Å.



# 5
Computed, not measured: C4H10N2O in the gas phase, with ωB97M-V with the def2-TZVPD basis set.

For the energy above the lowest of the compared OMol25 structures with the same formula, charge and spin, the calculation gives 2.798 eV. Its energy is -9336.1897 eV. The HOMO-LUMO gap is 0.377 Ha. As for the total charge: 0. The SMILES is NCC[C@@H](N)C=O.

XYZ file:
```
17
Properties=species:S:1:pos:R:3:forces:R:3
O -2.42299 -1.27127 1.61367 -0.1 -1.2 -0.3
N 1.84505 0.16574 -1.55361 -4.6 -2.4 3.2
N -0.10604 0.07730 1.77002 -0.9 2.3 -1.7
C -0.43640 -0.62250 0.52285 0.9 -1.1 0.1
C 0.96355 1.08492 -0.78293 1.9 -1.7 2.3
C -0.33147 0.33158 -0.72263 -2.6 0.3 1.1
C -1.76082 -1.37616 0.60548 0.3 3.8 2.0
H -0.36320 -0.46881 2.54411 -0.4 -1.0 1.1
H 2.24708 -0.48199 -0.88668 0.0 -0.1 -0.2
H 1.40419 1.22926 0.34547 -1.2 -0.2 -2.6
H 0.25670 -1.49743 0.44810 0.3 0.7 -0.3
H -0.62061 -0.17978 -1.67480 0.8 0.2 0.8
H -0.75945 0.91686 1.83221 1.1 -1.3 -0.1
H -1.15941 1.07459 -0.59575 0.3 -0.4 0.2
H 2.53516 0.59243 -1.95229 5.2 3.3 -3.0
H -2.15668 -1.64219 -0.31893 -0.9 -1.6 -1.9
H 0.86535 2.06744 -1.19429 0.0 0.4 -0.7
```
Forces are in eV/Å.